# 1
ORCA calculation (ωB97M-V/def2-TZVPD) on 9 unconnected molecules or ions with the total composition C57H63BF9IN4O4P3S at a distorted geometry.

Element x y z (Å)
1 C -1.5699 3.9283 1.0328
2 C -0.4054 3.2100 0.3749
3 F 0.7147 3.3802 1.1825
4 C -0.8517 1.7940 -0.0070
5 C 0.0569 0.5433 -0.0735
6 P -1.0438 -0.6514 -1.1072
7 O -0.3506 -2.1122 -1.1910
8 O -1.3732 -0.0774 -2.5627
9 S -2.8000 -0.8912 -0.2963
10 C 0.0113 -0.1623 1.3012
11 P 0.4361 0.8705 2.7906
12 C 2.2000 1.3021 3.0399
13 C -0.3519 0.1754 4.3034
14 N 0.8001 -1.4198 1.3388
15 C 2.0060 -1.3674 0.8221
16 N 2.8287 -2.4342 0.9595
17 N 2.4520 -0.2695 0.2477
18 C 1.4998 0.5627 -0.6169
19 B 2.2508 1.9926 -0.7399
20 N 3.5169 2.1989 -0.1159
21 O 1.7318 3.0017 -1.5166
22 P 1.7620 -0.0246 -2.4516
23 O 2.8861 0.9854 -3.0754
24 I 2.8925 -2.1785 -2.5533
25 H -1.3805 4.9903 1.0777
26 H -1.6122 3.5499 2.0501
27 H -2.5103 3.6834 0.5587
28 H -0.2143 3.7653 -0.5343
29 H -1.6568 1.5126 0.6556
30 H -1.3693 1.9264 -0.9508
31 H -0.3692 -2.4370 -2.1108
32 H -0.8944 0.7584 -2.7024
33 H -1.0097 -0.4417 1.5254
34 H 2.3496 2.2893 2.6336
35 H 2.3367 1.4107 4.1104
36 H 2.9496 0.5917 2.7120
37 H -0.9243 0.9826 4.7227
38 H 0.3785 -0.1613 5.0250
39 H -1.0077 -0.6458 4.0527
40 H 0.2822 -2.2680 1.1235
41 H 2.5096 -3.3817 0.8716
42 H 3.7802 -2.2485 1.2249
43 H 3.3539 -0.3803 -0.1924
44 H 3.5703 1.8759 0.8430
45 H 3.7495 3.1849 -0.1181
46 H 1.8291 3.8175 -1.0016
47 H 3.7864 0.7143 -2.8246
48 F 9.4003 -4.9819 -3.4268
49 C 8.1121 -5.3654 -3.4352
50 C 7.8040 -6.6860 -3.6945
51 C 6.4737 -7.0777 -3.6980
52 C 5.4715 -6.1491 -3.4525
53 C 5.8043 -4.8263 -3.1984
54 C 7.1321 -4.4267 -3.1839
55 H 8.5987 -7.3930 -3.8908
56 H 6.2185 -8.1101 -3.8938
57 H 4.4341 -6.4564 -3.4608
58 H 5.0245 -4.0993 -3.0109
59 H 7.4110 -3.4010 -2.9808
60 F -1.1051 2.3439 -3.7585
61 C -0.3839 2.8296 -4.8099
62 C -0.9157 2.7595 -6.0788
63 C -0.1763 3.2689 -7.1360
64 C 1.0752 3.8272 -6.9072
65 C 1.5889 3.8784 -5.6185
66 C 0.8513 3.3787 -4.5556
67 H -1.8908 2.3165 -6.2336
68 H -0.5786 3.2320 -8.1388
69 H 1.6485 4.2230 -7.7346
70 H 2.5643 4.3101 -5.4397
71 H 1.2246 3.4160 -3.5414
72 F -1.4245 -1.4038 6.3039
73 C -2.7275 -1.7678 6.2485
74 C -3.0635 -3.0788 5.9865
75 C -4.4067 -3.4215 5.9289
76 C -5.3831 -2.4519 6.1183
77 C -5.0184 -1.1366 6.3710
78 C -3.6780 -0.7919 6.4451
79 H -2.2862 -3.8158 5.8323
80 H -4.6914 -4.4461 5.7333
81 H -6.4288 -2.7225 6.0658
82 H -5.7769 -0.3786 6.5094
83 H -3.3684 0.2254 6.6473
84 F 1.5502 8.7204 -5.9628
85 C 0.7722 8.4573 -4.8969
86 C 0.1538 7.2273 -4.8056
87 C -0.6439 6.9553 -3.7042
88 C -0.8198 7.9157 -2.7172
89 C -0.1920 9.1490 -2.8297
90 C 0.6147 9.4241 -3.9239
91 H 0.2959 6.4938 -5.5887
92 H -1.1298 5.9918 -3.6185
93 H -1.4471 7.7034 -1.8613
94 H -0.3314 9.9001 -2.0642
95 H 1.1180 10.3761 -4.0262
96 F -4.0282 1.6245 3.9957
97 C -4.3712 2.9165 3.7985
98 C -3.5950 3.9079 4.3639
99 C -3.9441 5.2336 4.1559
100 C -5.0631 5.5479 3.3971
101 C -5.8323 4.5349 2.8408
102 C -5.4841 3.2065 3.0368
103 H -2.7304 3.6445 4.9587
104 H -3.3416 6.0210 4.5883
105 H -5.3356 6.5827 3.2402
106 H -6.7066 4.7788 2.2530
107 H -6.0657 2.4024 2.6055
108 F 1.9767 -6.5393 -3.9730
109 C 1.7503 -7.3608 -5.0263
110 C 1.9824 -8.7121 -4.8805
111 C 1.7463 -9.5515 -5.9589
112 C 1.2931 -9.0295 -7.1621
113 C 1.0705 -7.6657 -7.2874
114 C 1.2954 -6.8212 -6.2106
115 H 2.3419 -9.0979 -3.9355
116 H 1.9164 -10.6146 -5.8590
117 H 1.1135 -9.6865 -8.0020
118 H 0.7209 -7.2573 -8.2256
119 H 1.1205 -5.7560 -6.2855
120 F -1.3281 4.9232 6.5878
121 C -0.6410 4.1173 7.4249
122 C -0.8392 2.7541 7.3535
123 C -0.1319 1.9224 8.2086
124 C 0.7550 2.4654 9.1276
125 C 0.9376 3.8406 9.1871
126 C 0.2396 4.6764 8.3274
127 H -1.5427 2.3518 6.6352
128 H -0.2749 0.8507 8.1576
129 H 1.3028 1.8169 9.7977
130 H 1.6250 4.2650 9.9058
131 H 0.3736 5.7496 8.3537
132 F -2.2146 -8.4804 -0.5561
133 C -2.6502 -7.2160 -0.7058
134 C -1.8208 -6.1741 -0.3436
135 C -2.2708 -4.8707 -0.5028
136 C -3.5379 -4.6256 -1.0106
137 C -4.3585 -5.6888 -1.3630
138 C -3.9133 -6.9944 -1.2159
139 H -0.8383 -6.3873 0.0574
140 H -1.6334 -4.0418 -0.2296
141 H -3.8849 -3.6077 -1.1278
142 H -5.3490 -5.5013 -1.7544
143 H -4.5350 -7.8352 -1.4928

Orbital gap ... 0.255 hartree
Charge ... +1

Results of the Mulliken charge analysis, in e, for atoms 1 through 5:
1 C -1.770
2 C 0.161
3 F -0.393
4 C -2.301
5 C 1.375



# 2
ORCA calculation (ωB97M-V/def2-TZVPD) on a molecular structure, C57H64FeN3O5PSb2Te at a distorted geometry.

Element x y z (Å)
1 Fe 0.7587 -0.9328 0.4677
2 C -0.0051 1.9695 4.1443
3 Sb 0.7867 1.2947 2.2177
4 C 2.5518 0.5416 3.2414
5 C 1.4795 3.3622 1.6773
6 C 2.5312 3.8176 2.5798
7 C 2.1607 4.5780 3.6908
8 C 3.0732 4.9784 4.6439
9 C 4.3982 4.6003 4.5074
10 C 4.7882 3.8668 3.4009
11 C 3.8879 3.4743 2.4123
12 C 4.4382 2.8570 1.1720
13 Sb 3.5617 1.1016 0.0940
14 C 4.5012 1.8401 -1.7300
15 C 5.2697 -0.2504 0.3598
16 H 0.7456 2.5789 4.6376
17 H -0.2503 1.1125 4.7620
18 H -0.9009 2.5552 3.9835
19 H 3.2971 1.3222 3.3644
20 H 2.9721 -0.2864 2.6752
21 H 2.2491 0.1765 4.2172
22 H 0.5782 3.9604 1.7942
23 H 1.7761 3.3411 0.6348
24 H 1.1229 4.8715 3.7839
25 H 2.7533 5.5737 5.4889
26 H 5.1304 4.8939 5.2464
27 H 5.8342 3.6054 3.2920
28 H 5.4826 2.5936 1.3414
29 H 4.4048 3.6074 0.3814
30 H 5.5642 1.9891 -1.5667
31 H 4.0404 2.7735 -2.0295
32 H 4.3616 1.1122 -2.5224
33 H 6.1405 0.2613 0.7549
34 H 5.5146 -0.6566 -0.6172
35 H 5.0074 -1.0734 1.0141
36 O 1.9966 -2.3791 1.1973
37 N 1.5836 -3.1564 2.1511
38 N 0.6982 -2.6288 2.9338
39 O 0.2299 -1.4185 2.7341
40 C 0.1788 -3.4017 3.9659
41 C 0.6357 -4.7058 4.1910
42 C 0.1036 -5.4577 5.2171
43 C -0.9065 -4.9424 6.0199
44 C -1.3658 -3.6529 5.7931
45 C -0.8247 -2.8798 4.7863
46 H 1.3919 -5.1097 3.5408
47 H 0.4711 -6.4610 5.3873
48 H -1.3330 -5.5467 6.8083
49 H -2.1662 -3.2503 6.3985
50 H -1.1658 -1.8723 4.6142
51 O 1.4598 2.4438 -1.4816
52 C 0.8833 1.3823 -1.7401
53 O 0.2217 0.6891 -0.9021
54 C 0.9729 0.8243 -3.1314
55 C 0.8285 1.6752 -4.2219
56 C 0.8955 1.1808 -5.5096
57 C 1.1193 -0.1734 -5.7112
58 C 1.2833 -1.0208 -4.6323
59 C 1.2170 -0.5345 -3.3260
60 P 1.5507 -1.6536 -1.9000
61 C 0.6842 -3.1103 -2.6102
62 C 1.2304 -4.3857 -2.7111
63 C 0.4980 -5.4169 -3.2741
64 C -0.7941 -5.1967 -3.7179
65 C -1.3564 -3.9354 -3.6008
66 C -0.6210 -2.9035 -3.0549
67 C 3.2854 -2.1288 -2.2686
68 C 3.8708 -3.0189 -1.3677
69 C 5.1616 -3.4711 -1.5647
70 C 5.8964 -3.0267 -2.6519
71 C 5.3397 -2.1059 -3.5220
72 C 4.0464 -1.6523 -3.3298
73 H 0.6580 2.7252 -4.0369
74 H 0.7810 1.8435 -6.3557
75 H 1.1737 -0.5716 -6.7148
76 H 1.4664 -2.0742 -4.8000
77 H 2.2328 -4.5762 -2.3606
78 H 0.9411 -6.3989 -3.3787
79 H -1.3613 -6.0122 -4.1432
80 H -2.3659 -3.7482 -3.9340
81 H -1.0699 -1.9190 -2.9790
82 H 3.3069 -3.3210 -0.4965
83 H 5.6025 -4.1649 -0.8644
84 H 6.9054 -3.3780 -2.8123
85 H 5.9120 -1.7377 -4.3619
86 H 3.6378 -0.9216 -4.0122
87 C -0.9981 -4.2066 0.2630
88 C -1.6318 -2.9030 -0.2007
89 O -2.7251 -2.9661 -0.8304
90 N -1.0711 -1.7823 0.1128
91 Te -2.3835 -0.3298 -0.9505
92 C -4.2086 0.7142 -1.9864
93 C -4.0559 1.1644 -3.2983
94 C -2.7707 1.0308 -4.0702
95 C -5.1150 1.7863 -3.9523
96 C -6.3465 1.9487 -3.3463
97 C -7.4836 2.6320 -4.0515
98 C -6.5106 1.4404 -2.0666
99 C -5.4678 0.8240 -1.3910
100 C -5.7260 0.2687 -0.0236
101 C -2.5409 1.1255 0.5989
102 C -2.3892 2.4790 0.3110
103 C -1.9076 2.9690 -1.0158
104 C -2.6685 3.4230 1.2960
105 C -3.0812 3.0518 2.5630
106 C -3.4009 4.0753 3.6154
107 C -3.1610 1.6960 2.8534
108 C -2.8872 0.7291 1.8953
109 C -2.9259 -0.7151 2.2664
110 H -1.0849 -4.9556 -0.5202
111 H -1.5360 -4.5579 1.1419
112 H 0.0444 -4.0576 0.5238
113 H -2.0506 0.4126 -3.5360
114 H -2.3277 2.0121 -4.2416
115 H -2.9662 0.5809 -5.0431
116 H -4.9626 2.1566 -4.9581
117 H -7.1613 3.0248 -5.0140
118 H -7.8679 3.4556 -3.4492
119 H -8.3032 1.9327 -4.2207
120 H -7.4756 1.5283 -1.5853
121 H -6.7790 0.0151 0.0936
122 H -5.4634 0.9963 0.7439
123 H -5.1180 -0.6241 0.1217
124 H -1.9272 2.1587 -1.7395
125 H -0.8803 3.3230 -0.9247
126 H -2.5247 3.7897 -1.3773
127 H -2.5628 4.4711 1.0477
128 H -3.3372 5.0821 3.2093
129 H -2.7011 4.0002 4.4482
130 H -4.4033 3.9126 4.0100
131 H -3.4461 1.3878 3.8512
132 H -3.4711 -0.8852 3.1928
133 H -1.8966 -1.0542 2.3906
134 H -3.3682 -1.3148 1.4693

Orbital gap (alpha / beta) ... 0.185 / 0.179 hartree
Charge ... -1
<S²> ... 0.958
2S+1 ... 2

Results of the Mulliken charge analysis, in e, for atoms 1 through 5:
1 Fe 0.730
2 C -0.990
3 Sb -1.020
4 C -1.198
5 C -1.183